Entry from the Open Molecules 2025 dataset: C23H24N4O8S2Ti as an isolated structure (ωB97M-V with the def2-TZVPD basis set).

Each line ends with the Löwdin spin population.
Geometry (Å):
Ti (-0.132, -0.085, -0.527)  0.850
O (0.095, 0.967, -1.996)  0.038
C (0.143, 0.480, -3.222)  0.050
C (0.913, 1.125, -4.191)  0.013
C (0.991, 0.662, -5.498)  0.088
C (0.291, -0.474, -5.877)  0.001
C (-0.516, -1.116, -4.960)  0.081
C (-0.635, -0.665, -3.631)  0.018
C (-1.572, -1.252, -2.747)  0.237
N (-1.615, -0.838, -1.495)  0.057
N (-2.683, -1.020, -0.695)  -0.061
C (-2.594, -0.156, 0.318)  0.156
O (-1.564, 0.682, 0.352)  0.082
C (-3.649, -0.081, 1.289)  0.046
C (-4.637, -1.090, 1.373)  0.060
C (-5.631, -1.029, 2.316)  0.010
C (-5.706, 0.038, 3.213)  0.097
C (-4.756, 1.056, 3.124)  0.006
C (-3.749, 1.004, 2.190)  0.066
H (1.462, 2.010, -3.894)  -0.002
H (1.604, 1.194, -6.216)  0.008
H (0.371, -0.853, -6.889)  -0.003
H (-1.085, -1.992, -5.253)  0.004
H (-2.313, -1.965, -3.115)  0.016
H (-4.571, -1.911, 0.678)  0.004
H (-6.373, -1.817, 2.375)  -0.002
H (-6.487, 0.074, 3.964)  0.009
H (-4.825, 1.898, 3.805)  -0.002
H (-3.019, 1.799, 2.106)  0.005
N (0.295, 1.704, 1.994)  0.010
C (1.161, 2.694, 2.589)  0.001
C (0.862, 4.079, 2.000)  0.000
C (1.273, 4.164, 0.529)  0.000
N (0.278, 3.512, -0.311)  0.003
H (-0.634, 1.725, 2.400)  0.000
H (0.668, 0.760, 2.092)  0.001
H (2.194, 2.423, 2.355)  0.000
H (1.073, 2.751, 3.695)  0.001
H (1.385, 4.845, 2.580)  0.000
H (-0.211, 4.263, 2.065)  0.000
H (2.286, 3.740, 0.424)  0.000
H (1.328, 5.226, 0.229)  0.000
H (-0.065, 2.680, 0.187)  0.002
H (0.706, 3.152, -1.162)  0.000
O (1.188, -0.921, 2.532)  0.001
S (0.779, -2.040, 1.692)  0.003
O (0.132, -3.101, 2.451)  0.000
O (-0.105, -1.595, 0.581)  0.005
C (2.284, -2.729, 1.070)  0.001
C (2.785, -3.867, 1.677)  0.000
C (4.061, -4.327, 1.403)  0.001
C (4.871, -3.618, 0.473)  0.001
C (4.362, -2.509, -0.161)  0.001
C (3.090, -2.027, 0.135)  0.003
S (2.365, -0.761, -0.836)  0.007
O (1.768, 0.264, 0.050)  0.020
O (3.408, -0.209, -1.683)  0.002
O (1.260, -1.397, -1.574)  0.006
H (2.144, -4.382, 2.380)  0.000
H (4.447, -5.214, 1.886)  0.000
H (5.874, -3.959, 0.261)  0.000
H (4.931, -1.969, -0.903)  0.000

Net charge ... -2
E_tot ... -3357.7745 hartree
Energy above the lowest of the compared OMol25 structures with the same formula, charge and spin ... 2.979 eV
2S+1 ... 3
HOMO energy (alpha / beta) ... 0.0462 / -0.0615 Ha
F_max ... 4.1 eV/Å
Frontier orbital gap (alpha / beta) ... 0.1132 / 0.2209 Eh

Entry from the Open Molecules 2025 dataset: an isolated ion of composition C23H24N5O and charge +1 (ωB97M-V with the def2-TZVPD basis set).

Each line ends with the Löwdin charge.
Geometry (Å):
C (3.941, 5.855, 2.114)  -0.083
C (3.464, 5.813, 0.814)  -0.073
C (2.639, 4.784, 0.406)  -0.029
C (2.267, 3.781, 1.299)  -0.232
C (2.747, 3.827, 2.603)  -0.029
C (3.583, 4.857, 3.002)  -0.075
H (3.947, 4.880, 4.018)  0.108
H (2.469, 3.071, 3.322)  0.103
N (1.451, 2.729, 0.828)  -0.114
C (1.385, 1.493, 1.565)  -0.148
C (0.995, 0.375, 0.600)  -0.070
N (-0.312, 0.684, -0.029)  -0.022
H (-1.018, 0.723, 0.717)  0.187
C (-0.729, -0.423, -0.907)  -0.344
N (-0.163, -0.506, -2.061)  0.201
C (-0.567, -1.556, -2.835)  -0.191
C (-0.028, -1.697, -4.121)  0.003
C (-0.418, -2.747, -4.913)  -0.045
C (-1.351, -3.679, -4.448)  -0.054
C (-1.891, -3.562, -3.190)  -0.011
C (-1.512, -2.501, -2.355)  -0.063
C (-2.004, -2.287, -1.020)  -0.225
N (-2.832, -3.130, -0.406)  0.097
H (-3.102, -3.977, -0.879)  0.141
C (-3.217, -2.963, 0.984)  -0.071
C (-2.031, -2.662, 1.844)  -0.304
C (-1.810, -1.693, 2.778)  -0.040
C (-0.484, -1.888, 3.241)  -0.070
C (-0.002, -2.956, 2.551)  -0.116
O (-0.931, -3.430, 1.704)  0.054
H (0.943, -3.462, 2.576)  0.125
H (0.027, -1.321, 3.992)  0.105
H (-2.506, -0.950, 3.108)  0.113
H (-3.699, -3.889, 1.307)  0.140
H (-3.931, -2.139, 1.081)  0.137
N (-1.623, -1.207, -0.333)  0.216
H (-2.615, -4.290, -2.856)  0.110
H (-1.649, -4.497, -5.085)  0.114
H (-0.007, -2.858, -5.904)  0.115
H (0.687, -0.964, -4.458)  0.119
C (-0.246, 1.985, -0.731)  -0.079
C (0.168, 3.069, 0.259)  -0.132
H (0.238, 4.025, -0.259)  0.129
H (-0.608, 3.165, 1.041)  0.139
H (-1.223, 2.201, -1.168)  0.146
H (0.490, 1.883, -1.530)  0.139
H (0.912, -0.581, 1.123)  0.123
H (1.731, 0.293, -0.203)  0.148
H (2.369, 1.266, 1.975)  0.139
H (0.656, 1.527, 2.396)  0.136
H (2.293, 4.748, -0.616)  0.111
H (3.743, 6.582, 0.110)  0.109
H (4.589, 6.657, 2.430)  0.106

Net charge ... +1
E_tot ... -1239.6671 hartree
Energy above the lowest of the compared OMol25 structures with the same formula, charge and spin ... 0.544 eV
HOMO energy ... -0.3969 Ha
F_max ... 1.1 eV/Å
Structure (SMILES) ... c1ccc(N2CC[NH+](c3nc(NCc4ccco4)c4ccccc4n3)CC2)cc1
Frontier orbital gap ... 0.2950 Eh

Entry from the Open Molecules 2025 dataset: C23H25 as an isolated structure (ωB97M-V with the def2-TZVPD basis set).

Each line ends with the Löwdin charge.
Geometry (Å):
C (3.975, 3.402, -1.627)  -0.038
C (3.351, 2.174, -1.011)  -0.216
C (2.184, 2.247, -0.321)  -0.043
C (1.570, 1.099, 0.396)  -0.056
H (0.306, 0.741, -0.028)  0.096
C (2.445, -0.074, 0.472)  -0.234
C (2.040, -1.205, 1.427)  -0.036
C (3.577, -0.215, -0.282)  0.020
C (4.084, 0.861, -1.201)  -0.110
H (4.811, 3.204, -2.349)  0.101
H (3.236, 4.057, -2.114)  0.091
H (4.504, 4.072, -0.936)  0.097
H (1.737, 3.232, -0.176)  0.127
H (1.186, 1.376, 1.404)  0.148
H (1.648, -0.818, 2.378)  0.083
H (1.247, -1.777, 0.929)  0.080
H (2.859, -1.899, 1.702)  0.094
H (4.156, -1.153, -0.289)  0.135
H (3.894, 0.570, -2.243)  0.152
H (5.177, 1.009, -1.165)  0.142
C (-1.459, -1.090, 1.674)  -0.033
C (-1.923, -2.421, 2.005)  -0.229
C (-1.657, -2.981, 3.273)  -0.026
C (-2.178, -4.222, 3.645)  -0.060
C (-3.019, -4.925, 2.770)  -0.059
C (-3.300, -4.382, 1.512)  -0.065
C (-2.764, -3.147, 1.133)  -0.022
C (-1.371, -0.544, 0.440)  -0.086
C (-0.919, 0.827, 0.135)  -0.100
C (-1.538, 1.460, -1.064)  -0.211
C (-0.744, 2.359, -1.763)  -0.042
C (-1.119, 2.829, -3.008)  -0.056
C (-2.382, 2.478, -3.523)  -0.060
C (-3.229, 1.660, -2.779)  -0.060
C (-2.810, 1.135, -1.558)  -0.019
H (-1.154, -0.524, 2.560)  0.129
H (-0.984, -2.464, 3.937)  0.107
H (-1.935, -4.651, 4.591)  0.100
H (-3.509, -5.844, 3.083)  0.112
H (-3.960, -4.923, 0.823)  0.113
H (-2.981, -2.708, 0.142)  0.115
H (-1.578, -1.156, -0.447)  0.128
H (-0.935, 1.495, 1.036)  0.160
H (0.222, 2.645, -1.334)  0.079
H (-0.426, 3.476, -3.568)  0.116
H (-2.688, 2.874, -4.488)  0.111
H (-4.218, 1.413, -3.164)  0.115
H (-3.428, 0.426, -1.033)  0.112

Net charge ... +1
E_tot ... -891.0662 hartree
HOMO energy ... -0.4155 Ha
F_max ... 3.4 eV/Å
Frontier orbital gap ... 0.2203 Eh

Entry from the Open Molecules 2025 dataset: C23H25BrIMnN5OS as an isolated structure (ωB97M-V with the def2-TZVPD basis set).

Each line ends with the Löwdin spin population.
Geometry (Å):
Mn (-0.671, -1.158, 0.366)  4.733
N (-4.077, -0.243, 0.865)  0.003
C (-3.407, 0.694, 0.108)  0.005
C (-4.146, 1.795, -0.352)  0.001
C (-3.509, 2.798, -1.038)  0.001
C (-2.136, 2.698, -1.264)  0.002
C (-1.496, 1.568, -0.823)  0.007
N (-2.104, 0.571, -0.150)  0.033
C (-3.672, -1.392, 1.515)  0.007
C (-4.545, -1.908, 2.482)  0.001
C (-4.200, -3.040, 3.178)  0.004
C (-3.002, -3.680, 2.868)  0.002
C (-2.216, -3.139, 1.882)  0.010
N (-2.516, -1.997, 1.218)  0.035
H (-5.033, 0.007, 1.057)  0.000
H (-5.210, 1.844, -0.161)  0.000
H (-4.063, 3.655, -1.394)  0.000
H (-1.585, 3.466, -1.787)  0.000
H (-0.437, 1.436, -1.005)  0.002
H (-5.480, -1.400, 2.677)  0.000
H (-4.855, -3.428, 3.947)  0.000
H (-2.702, -4.584, 3.376)  0.000
H (-1.314, -3.649, 1.567)  0.002
N (0.496, -4.026, 0.337)  0.006
N (1.126, -2.771, 0.640)  0.025
H (1.126, -4.809, 0.476)  0.001
H (0.208, -4.026, -0.634)  0.000
H (1.999, -2.667, 0.126)  0.002
H (1.369, -2.802, 1.626)  0.001
C (1.272, 1.334, 3.877)  0.003
S (0.171, 1.474, 2.455)  0.011
O (-0.098, 0.028, 2.052)  0.050
C (1.409, 2.048, 1.275)  0.002
C (2.208, 1.114, 0.633)  0.002
C (3.153, 1.550, -0.281)  0.001
C (3.263, 2.904, -0.571)  0.000
C (2.434, 3.825, 0.050)  0.001
C (1.504, 3.400, 0.989)  0.000
H (2.150, 0.751, 3.611)  0.000
H (0.708, 0.853, 4.675)  0.000
H (1.548, 2.344, 4.181)  0.001
H (2.115, 0.058, 0.866)  0.001
H (3.815, 0.836, -0.753)  0.000
H (4.002, 3.239, -1.286)  0.000
H (2.514, 4.875, -0.193)  0.000
H (0.863, 4.111, 1.495)  0.000
Br (0.279, 1.587, -4.062)  0.001
C (1.766, 0.439, -3.866)  0.002
C (3.000, 0.857, -4.346)  0.000
C (4.112, 0.041, -4.217)  0.001
C (3.991, -1.218, -3.645)  0.000
C (2.763, -1.645, -3.166)  0.002
C (1.666, -0.803, -3.253)  0.007
I (-0.210, -1.505, -2.479)  0.031
H (3.080, 1.820, -4.830)  0.000
H (5.071, 0.381, -4.582)  0.000
H (4.847, -1.876, -3.587)  0.000
H (2.659, -2.636, -2.744)  0.000

Net charge ... +2
E_tot ... -5660.9082 hartree
2S+1 ... 6
HOMO energy (alpha / beta) ... -0.5052 / -0.5053 Ha
F_max ... 1.0 eV/Å
Frontier orbital gap (alpha / beta) ... 0.3083 / 0.2933 Eh